Entry 1:
59
Properties=species:S:1:pos:R:3 method="wB97M-V/def2-TZVPD" de_lowest_ev=0.5070 charge=0 smiles="CNC(=O)[C@H](Cc1ccccc1)NC(C)=O.O=C(O)Cn1c(-c2cscn2)nc2ccccc21" homo_lumo_gap_ev=8.608
S 0.16072 7.98059 4.45609
O 3.51183 6.74831 -1.90748
O -3.95636 -3.12624 -1.18372
O 3.69295 6.82476 0.34878
O -3.03982 -6.49623 -4.37790
N 0.83355 4.07289 2.08537
N 0.76079 7.82467 1.92832
N -3.19297 -4.13198 0.63155
N 1.25777 5.22528 0.20695
N -2.55745 -4.98982 -2.82458
C -1.94922 -7.35272 -2.45818
C 0.51778 8.68452 2.88957
C 1.19190 -2.22781 1.73394
C -0.15347 -3.01196 -0.61351
C 1.51233 6.33132 -0.73591
C 1.56071 1.11348 -0.08370
C 1.71983 -3.25297 0.92996
C 3.00232 6.65275 -0.80343
C 1.74581 3.21283 -1.28939
C 1.13514 3.20164 1.05284
C 1.04446 -3.64955 -0.23806
C -0.90317 -3.47488 -1.84786
C 0.69110 6.50584 2.39077
C -2.01540 -4.49387 -1.55241
C 1.21350 1.80958 1.08415
C 1.39935 3.89250 -0.11575
C -0.67024 -1.97343 0.18472
C -3.13155 -3.88071 -0.68127
C -0.00693 -1.59316 1.36456
C -2.55214 -6.23757 -3.28982
C 0.37404 6.41319 3.72407
C 0.92463 5.28731 1.56936
C 1.82171 1.81465 -1.26938
C -2.28870 -4.95920 1.43167
H 4.60708 6.99840 0.07878
H 1.01498 1.28748 2.01301
H -1.33532 -2.60576 -2.34659
H -1.56118 -5.31191 -1.00119
H 0.53046 9.75799 2.72644
H 0.27895 5.46620 4.24573
H -0.89451 -7.14848 -2.28843
H 2.09077 1.27362 -2.17202
H -0.18876 -3.92573 -2.53842
H -2.48254 -7.42519 -1.51240
H -1.58822 -1.47644 -0.09918
H 1.44966 -4.44580 -0.84625
H 1.70964 -1.92455 2.63377
H -2.60365 -4.94050 2.47646
H -0.41532 -0.80379 1.98021
H -2.05413 -8.29059 -3.00201
H 0.96184 7.22860 -0.45364
H 2.64420 -3.73799 1.21209
H 1.63559 0.03060 -0.07384
H -1.26967 -4.57098 1.37384
H -2.30762 -5.99216 1.07902
H -3.04598 -4.31932 -3.39980
H 1.96117 3.75630 -2.20441
H -3.95341 -3.67116 1.10931
H 1.16120 6.04718 -1.73082

---

Entry 2:
15
Properties=species:S:1:pos:R:3 method="wB97M-V/def2-TZVPD" de_lowest_ev=3.4506 charge=0 homo_lumo_gap_ev="9.287 / 7.608"
S -1.74622 -0.04209 -0.04909
O -2.81583 0.38422 0.85271
O -2.11514 -0.28951 -1.39291
N -0.08588 1.77130 1.04009
N 1.51677 -0.28181 -0.24315
C -0.92940 -1.48086 0.62905
C -0.39237 1.21922 -0.13924
H 0.63414 2.50041 0.98201
H 1.66687 -0.40894 0.86225
H 2.06648 0.56726 -0.52234
H -1.56504 -2.37199 0.56924
H 0.01974 -1.54759 0.02286
H -0.62231 -1.43934 1.68286
H -0.26180 1.84268 -1.11801
H -0.48521 1.52870 1.85839

---

Entry 3:
18
Properties=species:S:1:pos:R:3 method="wB97M-V/def2-TZVPD" de_lowest_ev=0.5973 charge=-2 smiles=NC[C@H](C[S-])NC[O-] homo_lumo_gap_ev=5.642
S -0.34890 0.07077 -3.09905
O 2.24703 0.79256 2.02073
N -1.95049 1.23009 -0.47400
N 0.98141 -0.74225 0.72744
C 1.16751 0.04770 1.99367
C 0.24451 -0.02240 -0.35487
C 0.34501 -0.88584 -1.64854
C -1.27213 0.05913 0.08020
H 0.16271 0.52574 2.30972
H 1.19971 -0.74052 2.85652
H -2.10458 1.12868 -1.46744
H -1.39573 2.06598 -0.35448
H 0.69455 0.95266 -0.49157
H 1.88896 -0.82411 0.27777
H -1.37421 0.07702 1.17144
H -0.02480 -1.87544 -1.41414
H 1.40385 -1.07264 -1.87661
H -1.86440 -0.78713 -0.25678

---

Entry 4:
21
Properties=species:S:1:pos:R:3 method="wB97M-V/def2-TZVPD" de_lowest_ev=2.6295 charge=+1 spin_multiplicity=3 homo_lumo_gap_ev="6.416 / 6.529"
O -2.65358 1.03600 -0.35297
N -2.33642 -2.48432 -2.95623
N -0.69305 -1.61959 -1.82960
N -0.10325 2.05890 0.95777
C -1.01932 -2.54677 -2.73564
C -1.93031 0.17072 -0.63841
C 0.25332 0.66902 0.47705
C -2.85255 -1.58044 -2.23540
C -1.84336 -0.91033 -1.47177
C 0.76556 -0.34243 1.46190
C 1.66228 0.36863 0.40277
H 1.08021 -0.08466 2.52592
H 2.24370 -0.29003 -0.32660
H -0.51147 -3.33262 -3.16574
H 0.13988 2.59693 0.05520
H 0.25820 -1.45608 -1.60482
H 2.42594 1.09071 0.66512
H -3.91793 -1.24079 -2.21620
H 0.73506 -1.35941 1.13975
H 0.53010 2.44757 1.59296
H -1.01292 1.98271 1.32704

---

Entry 5:
69
Properties=species:S:1:pos:R:3 method="wB97M-V/def2-TZVPD" charge=0 smiles="O=C(O)Cc1cc2c(cc1F)C(=O)C=CC2=O.O=S1(=O)CCCC1.O=S1(=O)CCCC1.O=S1(=O)CCCC1" homo_lumo_gap_ev=8.402
S 0.97592 -5.89316 -0.58730
S -3.26500 2.96761 -1.40229
S 0.91615 4.33819 0.79472
F -1.87643 -2.56670 2.20045
O 3.17844 -2.49518 0.68200
O -0.28284 3.74479 1.33312
O 0.08665 -5.12495 0.25065
O 1.07773 1.14203 -1.95370
O -4.15311 2.08865 -0.67091
O -2.95899 0.61117 2.84925
O -2.09971 2.43940 -2.06617
O 0.84398 5.48771 -0.07546
O 0.87257 -5.85357 -2.02415
O -4.60362 -0.88616 2.60431
C 0.41600 -0.68124 -0.60090
C 2.82472 -1.82736 -1.52588
C 0.17462 -2.35334 1.09363
C 2.41637 -7.84890 0.51118
C -2.76782 4.32338 -0.35160
C -0.89770 -0.27958 -0.40000
C 1.23547 -0.01313 -1.64262
C -2.85289 5.54581 -1.25931
C -3.50809 -0.17200 2.14638
C 0.97286 -1.72529 0.15859
C 2.94859 -6.49826 1.01623
C -1.71034 -0.90600 0.54740
C 2.38522 -2.07362 -0.13041
C -1.13554 -1.93812 1.26943
C 3.33552 3.39265 0.45464
C 2.28310 -0.86062 -2.25684
C -3.13517 -0.45457 0.71983
C -4.20757 3.94753 -2.57639
C 0.99800 -7.60309 -0.02753
C 3.24174 3.72621 1.95090
C 1.91145 3.08135 0.00727
C -4.15721 5.39022 -2.05574
C 2.62696 -5.49169 -0.08199
C 2.06741 4.69758 2.13030
H -3.48338 4.38289 0.46805
H -3.81383 -1.19160 0.29832
H 4.16744 4.15880 2.32822
H 2.38037 5.73466 2.02551
H 1.76595 3.13313 -1.06518
H 3.05824 -8.22155 -0.28936
H -3.24595 0.49283 0.19215
H -1.76928 4.13187 0.03849
H 0.55218 -3.15711 1.70313
H 3.71846 4.25630 -0.09382
H 3.28397 -5.62509 -0.94218
H -3.72580 3.84895 -3.54715
H 2.43113 -6.22348 1.93806
H 2.62575 -4.45319 0.24707
H 4.00296 2.55232 0.26767
H 2.56847 -0.67748 -3.28053
H 1.55595 4.55994 3.07951
H -5.00917 5.57439 -1.39825
H -4.21784 6.10299 -2.87680
H 4.01597 -6.52827 1.22731
H -1.28716 0.53831 -0.98930
H -2.83766 6.46840 -0.68220
H 1.57851 2.11653 0.38426
H 2.40911 -8.59951 1.30011
H -5.31035 -0.23953 2.72422
H -2.00052 5.56160 -1.94162
H 3.05320 2.81146 2.51630
H 0.74948 -8.24788 -0.86629
H 0.24797 -7.70830 0.75420
H -5.22140 3.55833 -2.62599
H 3.57979 -2.48846 -1.92497

---

Entry 6:
118
Properties=species:S:1:pos:R:3 method="wB97M-V/def2-TZVPD" charge=-1 homo_lumo_gap_ev="5.037 / 5.102"
Se -2.28446 0.39972 -0.44600
Se -1.00561 -0.17806 3.27603
Ni -0.10917 -0.00931 0.63092
P 0.46885 1.70777 -3.35343
O -5.78634 -0.86236 2.57636
O 0.31319 1.71702 -1.88205
O 2.85453 0.35021 3.47321
O 6.38824 -0.12803 -1.56086
O 1.92912 -4.47930 -1.38893
O -3.94761 2.71605 1.14319
N 1.96106 0.00133 0.57480
N 4.02734 -0.69847 -0.31240
N 2.15278 -1.96719 -0.64108
N -0.02766 1.94042 1.00673
C -1.23841 1.13864 -5.51860
C 3.86801 3.47746 2.00803
C 0.91864 -2.58963 -0.33487
C -2.17559 2.33725 -3.64655
C -0.30062 -4.66929 -0.43348
C 0.15075 7.18386 1.97699
C -1.34208 -4.03563 0.24157
C -2.97783 -0.31617 3.22629
C -2.46077 1.20006 -6.17067
C 7.11835 -3.53096 -0.46572
C 0.83726 -3.94094 -0.70100
C 1.37240 3.16874 -3.93185
C 2.47089 -2.18858 -4.68819
C 5.00863 -1.69791 -0.36280
C 5.92373 -3.87157 0.15012
C -3.72855 -0.14200 0.77522
C 1.50138 3.51742 -5.27441
C -3.78617 0.47710 2.18446
C 1.34145 0.23199 -3.92788
C -3.39787 2.38970 -4.29897
C 5.51361 0.20431 -2.64990
C 2.47470 -5.65527 -0.81982
C -3.53792 1.82991 -5.56094
C -0.13270 -1.90757 0.26627
C 2.17933 4.67295 -5.63022
C 3.62316 2.43734 2.88351
C 6.20939 -1.37107 -1.00472
C 2.25884 -0.93523 3.29872
C -0.32557 5.36719 0.47822
C 3.50451 3.35487 0.67159
C 2.64226 1.12148 1.12284
C 2.67131 -0.87079 -0.06548
C 4.87956 -2.96074 0.21158
C 7.25658 -2.27520 -1.03940
C 2.89260 2.18787 0.25569
C -5.25448 0.46722 2.61973
C 3.01627 1.24411 2.47026
C 0.03707 4.46964 1.47878
C 2.36646 0.20749 -4.86902
C 1.90613 3.99914 -2.95009
C 0.44777 4.92048 2.73041
C -0.26603 6.72720 0.73336
C 0.89647 -0.95894 -3.35116
C -3.35030 1.94428 2.18414
C 1.45673 -2.16717 -3.73939
C 2.57764 5.16068 -3.30779
C 0.50324 6.28273 2.97333
C -1.08984 1.71997 -4.26219
C 2.71868 5.49387 -4.64651
C -1.24817 -2.69770 0.57840
C 2.93231 -1.00351 -5.24653
C 0.00023 3.06229 1.21653
H -6.71607 -0.81402 2.81014
H -3.50311 2.39832 0.33540
H -4.24701 2.84511 -3.80627
H 2.90827 -3.13322 -4.98843
H -2.06667 -2.23230 1.10898
H 2.92449 -5.44478 0.15578
H 3.96557 -3.21892 0.72877
H 6.11735 0.71856 -3.39642
H 0.71265 4.19798 3.49090
H 1.77438 3.72477 -1.90716
H 3.73160 -1.02114 -5.97739
H 3.24094 6.39991 -4.92723
H 2.90138 -1.56916 2.68124
H -4.63112 0.14491 0.23228
H 5.07636 -0.69365 -3.09209
H 0.19403 8.24780 2.17305
H 1.25274 -0.87888 2.88333
H -5.82085 1.12461 1.95002
H -3.63373 2.41280 3.13262
H -3.24566 -1.36883 3.13292
H 2.54283 2.07006 -0.76722
H 2.98429 5.80510 -2.53862
H 1.05261 2.89724 -6.04169
H 1.10609 -3.08917 -3.29051
H 8.17170 -1.97436 -1.53288
H -3.75922 -1.22680 0.85980
H 4.33525 4.38445 2.37077
H 4.70611 0.86078 -2.32432
H -0.40583 0.61891 -5.97996
H -0.55228 7.43118 -0.03722
H -0.37616 -5.70464 -0.74152
H 3.24537 -6.01069 -1.50224
H 2.27760 4.94183 -6.67437
H 0.11690 -0.93346 -2.59394
H 3.68279 4.15901 -0.03277
H -5.32487 0.86256 3.64170
H -0.65898 4.98916 -0.47949
H 0.81952 6.64194 3.94381
H 5.80314 -4.84537 0.60717
H -2.57795 0.74059 -7.14413
H -4.49680 1.86403 -6.06336
H 3.89240 2.51053 3.92944
H -3.30541 0.00108 4.22009
H 2.20005 -1.34849 4.30245
H 1.71940 -6.43248 -0.69386
H 2.73114 1.13058 -5.30339
H 4.37513 0.22858 -0.11135
H -2.26483 1.96742 2.11435
H -2.07213 2.71673 -2.63732
H -2.23846 -4.59317 0.48705
H 7.93752 -4.23680 -0.50341
H 2.78861 -2.54280 -1.16961

---

Entry 7:
42
Properties=species:S:1:pos:R:3 method="wB97M-V/def2-TZVPD" de_lowest_ev=0.0000 charge=0 spin_multiplicity=5 homo_lumo_gap_ev="6.702 / 6.488"
Fe 0.21100 -0.80900 0.94932
O -1.35290 -0.19535 -1.64156
O -0.03883 2.15619 0.51760
N 1.22469 3.00596 2.81250
C -1.17376 3.27806 3.68003
C -2.18645 3.99471 2.97077
C -3.49825 4.21906 3.53085
C 0.09861 1.02314 0.76322
C -0.91328 -0.51270 -0.60752
C -4.19327 5.43227 1.55022
C 1.02531 -2.54886 0.24496
C -1.28883 -1.56566 2.30836
C -0.55092 -0.42716 2.75294
C 1.36198 -1.40771 -0.56250
C -1.28892 2.99055 5.13721
C 2.04150 -0.45560 0.28269
C 2.10231 -1.00561 1.60689
C -4.47804 4.90706 2.81800
C -1.93756 4.54264 1.67615
C -2.91261 5.28668 1.00958
C 0.09756 3.12126 3.12007
C 1.45667 -2.28826 1.58552
C -2.67472 -1.60198 1.70522
H -2.67403 -2.28876 0.83885
H -3.72446 3.82097 4.52509
H 0.20243 -0.63782 3.52104
H 1.27042 -1.35328 -1.63559
H 2.51094 0.45271 -0.05712
H 2.59389 -0.55604 2.46487
H 0.53526 -3.45448 -0.10910
H -4.97934 5.92415 0.98592
H -2.66664 5.75800 0.06083
H -3.02699 -0.60908 1.38818
H -0.75093 2.04815 5.30804
H -1.08221 0.51230 2.93757
H -0.96179 4.36872 1.21910
H -0.80937 3.77038 5.75841
H -3.40396 -1.99281 2.42549
H -0.99851 -2.51672 2.76201
H -5.46584 5.04300 3.26650
H -2.31951 2.88806 5.45635
H 1.38433 -2.99395 2.41182

---

Entry 8:
8
Properties=species:S:1:pos:R:3 method="wB97M-V/def2-TZVPD" de_lowest_ev=0.1141 charge=-1 homo_lumo_gap_ev=8.010
O -2.01411 0.29017 -0.62780
O -0.19839 -0.33228 0.86419
C 1.02076 -0.25762 0.19696
H 1.76627 -0.89234 0.69859
H 0.93814 -0.62979 -0.84036
H -1.07216 -0.19672 0.14539
H -1.79616 1.22835 -0.54994
H 1.35566 0.79023 0.11297

---

Quick rundown of calculated total energy, same order as above: -1902.55473, -739.01604, -741.25592, -511.74642, -2979.92206, -9335.79055, -2204.11019, -191.56798 Eh